A structure of composition C29H43Ge2N6O2RuS2 in a non-equilibrium geometry. Source: the OMol25 dataset; level of theory: ωB97M-V/def2-TZVPD.

The geometry in XYZ format:
```
85
C29H43Ge2N6O2RuS2 | the OMol25 dataset | ωB97M-V/def2-TZVPD
Ru 0.27016 0.06939 -0.43295
N -1.84242 8.08895 -1.42248
C -1.41271 7.02673 -0.68850
C -0.33226 6.25571 -1.22075
C 0.12524 5.14649 -0.50596
C -0.46486 4.79271 0.73666
C -1.43286 5.66386 1.36668
C -1.83698 6.76601 0.62145
S -0.26388 3.02144 1.28058
O 1.07336 2.95262 1.76421
O -1.32283 2.48208 2.08972
N -0.22504 2.15925 -0.14177
C -1.29261 2.08178 -0.99208
N -2.06461 3.02673 -1.47898
C -2.88706 2.75505 -2.51880
C -3.00225 1.41371 -3.02149
C -2.23882 0.44744 -2.41465
N -1.31031 0.80892 -1.48046
H -1.51915 8.08118 -2.39774
H -2.64250 8.65497 -1.15482
H 0.18232 6.47379 -2.15878
H 0.88206 4.52713 -0.90549
H -1.85704 5.39680 2.33987
H -2.68049 7.36293 1.04618
H -3.43513 3.55022 -2.93099
H -3.56749 1.17626 -3.92231
H -2.24633 -0.63879 -2.66203
C -0.25834 -3.39010 -4.44117
C 0.04618 -2.04315 -3.76590
Ge 0.49206 -2.04678 -1.85255
C 2.29987 -2.85040 -1.98820
C 2.26589 -4.38080 -2.02131
C -0.67196 -3.23983 -0.88485
C -0.77077 -3.26636 0.49280
Ge -0.80566 -1.34368 1.10272
C 0.02302 -1.53197 2.93327
C -0.42247 -0.48062 3.94797
C -2.76763 -0.81946 1.08847
C -3.51869 -1.67962 2.05305
C -0.76472 -4.45400 1.31475
C -0.18211 -5.62249 0.83316
C 0.09076 -6.69550 1.62576
C -0.23436 -6.68406 2.97730
C -0.98404 -5.57682 3.51391
C -1.29034 -4.56650 2.64527
H -0.90674 -3.19933 -5.35999
H -0.91781 -4.01603 -3.77916
H 0.64256 -3.95941 -4.78805
H -0.84617 -1.32717 -3.97374
H 0.91283 -1.50751 -4.24239
H 2.89042 -2.41422 -1.10563
H 2.81607 -2.44796 -2.88190
H 2.22670 -4.80997 -1.03663
H 3.15002 -4.72021 -2.57503
H 1.37789 -4.76943 -2.52588
H -1.40377 -3.76616 -1.52228
H 1.09002 -1.35049 2.76010
H -0.15161 -2.52866 3.38986
H -0.70410 0.53335 3.56173
H 0.37824 -0.35852 4.69718
H -1.28001 -0.80197 4.53800
H -3.28166 -0.86420 0.09983
H -2.70621 0.24540 1.31555
H -4.56691 -1.46791 2.14831
H -3.11693 -1.56949 3.06627
H -3.45802 -2.78803 1.80545
H 0.13096 -5.65789 -0.19978
H 0.64046 -7.53511 1.18882
H 0.11933 -7.48641 3.62106
H -1.29857 -5.62329 4.52778
H -1.88560 -3.78830 3.05959
C 4.46692 3.25012 -1.19234
N 3.46864 2.17081 -0.99703
C 3.29290 1.52645 0.15111
S 2.50491 -0.03770 0.12323
N 3.87667 2.02574 1.20633
C 3.93648 1.37709 2.49346
H 4.81387 3.18622 -2.22336
H 5.30998 3.12354 -0.51683
H 3.95844 4.17389 -0.97194
H 3.02231 1.89487 -1.86817
H 4.41384 2.94164 1.11140
H 3.25480 1.80392 3.28723
H 4.96307 1.34584 2.88908
H 3.66358 0.32528 2.34999
```

- Energy above the lowest of the compared OMol25 structures with the same formula, charge and spin: 206.8 kJ/mol
- LUMO (spin up / spin down): -8.68 / -10.90 eV
- 2S+1: 5
- Frontier orbital gap (spin up / spin down): 6.8 / 5.0 eV
- <S²>: 6.09
- Total charge: +3

A structure of composition C29H43GeInN4S in a non-equilibrium geometry. Source: the OMol25 dataset; level of theory: ωB97M-V/def2-TZVPD.

The geometry in XYZ format:
```
79
C29H43GeInN4S | the OMol25 dataset | ωB97M-V/def2-TZVPD
In -0.96596 0.36717 0.62196
C 1.24109 0.94854 2.62203
N 1.10827 -0.21780 1.70742
C 2.29446 -0.33988 0.84499
C 0.60431 -1.44194 2.28512
C 1.35356 -2.61895 2.25528
C 0.81564 -3.79906 2.72074
C -0.50505 -3.83439 3.14824
C -1.27110 -2.68420 3.14974
C -0.72743 -1.45410 2.75385
N -1.41986 -0.26426 2.55717
C -2.73042 0.00838 2.94506
C -3.41149 -0.60773 3.99319
C -4.76133 -0.36296 4.19822
C -5.45394 0.48118 3.34642
C -4.77040 1.17673 2.36312
C -3.39992 1.00934 2.21583
N -2.60414 1.83811 1.30950
C -1.77792 2.80210 2.09102
C -3.38692 2.57576 0.30583
H 2.25042 0.96123 3.03999
H 1.08751 1.87787 2.07036
H 0.52472 0.87474 3.43094
H 3.19001 -0.53942 1.43791
H 2.15611 -1.13563 0.11981
H 2.44256 0.59988 0.32146
H 2.37517 -2.60499 1.90179
H 1.42026 -4.69466 2.74165
H -0.94607 -4.77359 3.45363
H -2.31803 -2.74793 3.40095
H -2.86630 -1.24271 4.67535
H -5.27123 -0.83044 5.02933
H -6.51327 0.64717 3.48028
H -5.31011 1.89392 1.76141
H -2.40558 3.60023 2.49174
H -1.29407 2.28537 2.91472
H -1.02586 3.24914 1.43283
H -4.04036 3.30660 0.78372
H -2.70190 3.11148 -0.34698
H -3.98452 1.88429 -0.28657
S -1.32207 1.38132 -1.93907
C -2.18056 -0.17560 -1.98071
C -2.84294 -0.63562 -3.10204
C -3.49147 -1.86251 -3.02407
C -3.46133 -2.58249 -1.83756
C -2.78493 -2.05116 -0.75680
N -2.16313 -0.86861 -0.83251
H -2.85086 -0.04682 -4.00851
H -4.01826 -2.25026 -3.88583
H -3.95517 -3.53873 -1.74591
H -2.72761 -2.57025 0.19182
C 4.30229 -1.94632 -4.25736
C 2.94136 -1.31474 -4.00217
C 2.46561 -1.52455 -2.56818
C 1.02824 -1.04636 -2.33226
Ge 0.78040 0.82782 -2.81920
C 1.88184 2.12753 -1.88184
C 3.33416 2.17155 -2.37288
C 4.18068 3.20058 -1.62234
C 4.48383 2.80381 -0.18310
H 4.62838 -1.78473 -5.28323
H 4.27027 -3.02275 -4.08446
H 5.06171 -1.52442 -3.59639
H 2.19947 -1.72605 -4.69346
H 2.99967 -0.23947 -4.22016
H 3.14528 -1.00455 -1.88517
H 2.53339 -2.58626 -2.31561
H 0.74959 -1.16473 -1.27738
H 0.32238 -1.64475 -2.91372
H 0.61356 1.10062 -4.31287
H 1.83322 1.87820 -0.81805
H 1.41761 3.11110 -1.99905
H 3.34772 2.40369 -3.44072
H 3.79521 1.18405 -2.26497
H 3.67075 4.16783 -1.63973
H 5.11742 3.33810 -2.16401
H 3.56924 2.66803 0.40234
H 5.06964 3.56994 0.32207
H 5.05453 1.87297 -0.14393
```

- Energy above the lowest of the compared OMol25 structures with the same formula, charge and spin: 48.1 kJ/mol
- LUMO: -7.02 eV
- Frontier orbital gap: 5.8 eV
- Total charge: +2

A structure of composition C29H44BrN3P2SZn in a non-equilibrium geometry. Source: the OMol25 dataset; level of theory: ωB97M-V/def2-TZVPD.

The geometry in XYZ format:
```
81
C29H44BrN3P2SZn | the OMol25 dataset | ωB97M-V/def2-TZVPD
C 6.45205 -3.63036 2.49989
C 6.17725 -4.33941 1.30138
C 7.04337 -5.39122 0.95332
C 8.09672 -5.71383 1.83522
N 8.26466 -5.09694 3.00589
C 7.47674 -4.07625 3.33859
C 5.03415 -3.91518 0.49245
C 4.31386 -2.84654 0.29968
C 3.94626 -1.45155 0.31442
C 2.61946 -1.12981 0.68038
C 2.04015 0.05047 0.21974
C 2.74403 0.84693 -0.69761
C 4.13458 0.68645 -0.83606
C 4.75564 -0.41823 -0.24848
Zn 3.46680 -4.25967 -0.77545
P -0.86994 -2.85677 0.29872
H 6.92117 -5.96499 0.03466
H 5.84707 -2.77041 2.78860
H 8.80793 -6.49718 1.57341
H 7.64983 -3.57109 4.29638
H 5.85233 -0.55016 -0.24402
H 2.02356 -1.85032 1.26071
H 4.69436 1.42760 -1.40459
H 1.02085 0.32049 0.51733
C -2.24043 -2.23490 -0.78220
C -3.30692 -3.22866 -1.23539
H -1.71165 -1.83066 -1.66327
H -2.67592 -1.37028 -0.25670
H -4.08913 -2.68787 -1.78629
H -2.88784 -3.97620 -1.92270
H -3.79354 -3.75402 -0.40305
C -0.83821 -4.69177 -0.00319
C 0.19518 -5.39301 0.88535
H -0.57974 -4.83176 -1.06493
H -1.84312 -5.10668 0.14780
H 0.44863 -6.37393 0.45330
H 1.13282 -4.80792 0.96107
H -0.19131 -5.56690 1.90498
C -1.62054 -2.78505 1.98979
C -2.91454 -3.55908 2.23061
H -1.74505 -1.71262 2.21777
H -0.82421 -3.17489 2.64920
H -3.17324 -3.48032 3.29486
H -3.76470 -3.16654 1.65990
H -2.80255 -4.62775 2.00626
Br 1.85020 2.24469 -1.56241
P 2.20925 -2.87642 -3.79889
C 0.90763 -3.85667 -2.88633
C -0.21478 -4.19948 -3.87348
H 0.54791 -3.22763 -2.05769
H 1.37884 -4.75732 -2.46593
H -1.03887 -4.72831 -3.37827
H -0.62866 -3.29601 -4.34507
H 0.15882 -4.83909 -4.68356
C 1.41487 -1.20756 -3.61145
C 1.89544 -0.26126 -4.70743
H 1.60874 -0.78974 -2.60728
H 0.33179 -1.36852 -3.71681
H 1.36186 0.68925 -4.61676
H 2.96496 -0.01863 -4.67880
H 1.64105 -0.67672 -5.68565
C 3.58248 -2.40304 -2.70038
C 4.85024 -3.15570 -3.07320
H 3.09700 -2.55841 -1.71033
H 3.75588 -1.32067 -2.71989
H 5.70591 -2.79636 -2.48398
H 4.75763 -4.24048 -2.92584
H 5.05337 -2.98754 -4.14400
C -3.01139 3.58277 1.63697
N -1.55986 3.70952 1.71301
C -0.84116 4.87891 1.84068
C 0.47764 4.54242 1.87338
N 0.54113 3.16814 1.76833
C -0.72454 2.61882 1.64980
S -1.26417 1.07222 1.34548
H -3.30064 2.99300 0.75615
H -3.39752 3.05916 2.52384
H -3.42855 4.59039 1.58834
H -1.34194 5.82433 1.87584
H 1.36177 5.13833 1.95474
H 1.39170 2.61068 1.71327
```

- Energy above the lowest of the compared OMol25 structures with the same formula, charge and spin: 467.9 kJ/mol
- LUMO (spin up / spin down): -8.55 / -9.46 eV
- Frontier orbital gap (spin up / spin down): 4.0 / 2.1 eV
- Total charge: +2

Look up the total charge of the third one. +2